Formula: C3H8N2
Source: the OMol25 dataset
Level of theory: ωB97M-V with the def2-TZVPD basis set

The value obtained for the frontier orbital gap is 9.88 eV. As for the SMILES: C=NC.C=N. The total energy comes out at -6218.096 eV.

ORCA input file:
```
! wB97M-V def2-TZVPD RIJCOSX def2/J DEFGRID3
* xyz 0 1
C 1.202 1.989 4.412
N 0.011 1.847 3.947
H 1.689 2.878 4.800
H 1.707 1.020 4.483
H -0.179 0.856 4.088
C -0.737 -0.689 -3.705
C -0.165 -1.555 -1.537
N 0.085 -0.878 -2.549
H -0.465 -1.397 -4.492
H -0.715 0.356 -4.022
H -1.764 -0.926 -3.429
H 0.567 -1.874 -0.785
H -1.236 -1.627 -1.212
*
```

***

Formula: C7H17NO2
Source: the OMol25 dataset
Level of theory: ωB97M-V with the def2-TZVPD basis set

The value obtained for the frontier orbital gap is 10.23 eV. As for the SMILES: CNC(C)=O.CCOCC. The total energy comes out at -13120.032 eV.

ORCA input file:
```
! wB97M-V def2-TZVPD RIJCOSX def2/J DEFGRID3
* xyz 0 1
O -0.609 -0.479 1.335
C -1.161 -2.521 0.249
C 0.177 1.526 2.344
C -1.688 -1.359 1.063
C -1.026 0.642 2.099
H -1.976 -3.227 0.019
H -0.378 -3.058 0.811
H -0.729 -2.161 -0.699
H 0.603 1.869 1.386
H -0.113 2.410 2.937
H 0.954 0.971 2.897
H -2.478 -0.819 0.507
H -2.128 -1.714 2.014
H -1.813 1.195 1.549
H -1.462 0.299 3.056
O 1.512 1.199 -3.356
C 0.883 0.903 -2.344
N 1.455 0.197 -1.330
C -0.566 1.284 -2.126
C 2.838 -0.233 -1.408
H 0.897 -0.031 -0.503
H -0.677 1.919 -1.231
H -0.924 1.848 -3.004
H -1.197 0.388 -2.002
H 3.096 -0.784 -0.489
H 3.515 0.633 -1.502
H 2.996 -0.898 -2.274
*
```

***

Formula: C6H13N
Source: the OMol25 dataset
Level of theory: ωB97M-V with the def2-TZVPD basis set

The value obtained for the frontier orbital gap (spin up / spin down) is 2.66 / 8.20 eV. The total energy comes out at -7920.390 eV.

ORCA input file:
```
! wB97M-V def2-TZVPD RIJCOSX def2/J DEFGRID3
* xyz -1 2
C 0.482 -0.068 2.378
C 0.732 0.967 1.269
C -0.316 1.114 0.151
C -0.701 -0.240 -0.414
C -1.662 -0.972 0.142
C 0.991 -0.083 -2.296
N 0.089 -0.806 -1.406
H -0.599 -0.132 2.550
H 0.834 0.366 3.321
H 0.901 -1.049 2.166
H 1.657 0.736 0.736
H 0.916 1.906 1.770
H -1.217 1.670 0.422
H 0.191 1.693 -0.618
H -1.812 -1.956 -0.312
H -2.383 -0.691 0.891
H 1.358 0.879 -1.929
H 1.889 -0.694 -2.432
H 0.569 0.004 -3.295
H 0.510 -1.698 -1.170
*
```